Record 1
DFT (ωB97M-V/def2-TZVPD) results for the molecule C11H10F3N3O4 at a distorted geometry.

Atoms and positions in Å:
O1 1.342 0.067 -1.937
O2 -2.309 4.231 2.601
O3 -0.949 5.028 0.981
F1 -3.975 1.115 2.227
F2 -4.096 2.925 1.155
F3 -4.030 1.171 0.043
O4 1.720 -3.436 -1.322
C1 1.298 -0.958 -1.289
C2 0.843 1.345 0.698
C3 0.352 2.636 0.972
C4 -1.290 0.462 0.495
C5 0.035 0.216 0.474
C6 -1.021 2.794 1.250
C7 -1.874 1.657 1.031
N1 2.024 -2.073 -1.714
N2 0.522 -1.017 -0.150
N3 -1.469 4.095 1.655
C8 -3.453 1.690 1.176
C9 2.966 -1.838 -2.802
C10 0.668 -3.634 -0.338
C11 0.472 -2.340 0.521
H1 1.976 1.242 0.681
H2 1.044 3.343 1.073
H3 -2.035 -0.290 0.300
H4 3.600 -2.750 -2.940
H5 3.527 -1.028 -2.430
H6 2.611 -1.561 -3.795
H7 -0.158 -3.792 -0.987
H8 0.765 -4.539 0.239
H9 1.365 -2.354 1.085
H10 -0.471 -2.407 1.047

Output
SMILES = CN1OCCN(c2ccc([N+](=O)[O-])c(C(F)(F)F)c2)C1=O
2S+1 = 1
E = -1189.776660 hartree
energy above the lowest of the compared OMol25 structures with the same formula, charge and spin = 184.3 kJ/mol
Kohn-Sham gap = 7.86 eV
max |F| = 5.34 eV/Å

=====

Record 2
DFT (ωB97M-V/def2-TZVPD) results for a cluster of 2 separate species, C3H12NO2 in total at a distorted geometry.

Atoms and positions in Å:
C1 1.520 -0.128 -1.246
O1 0.756 -0.377 -2.420
C2 0.515 0.541 -0.287
C3 0.911 0.512 1.166
N1 -0.839 -0.133 -0.484
H1 2.318 0.572 -1.454
H2 1.928 -1.053 -0.844
H3 1.181 -1.068 -2.968
H4 0.381 1.537 -0.702
H5 0.051 0.839 1.752
H6 1.216 -0.470 1.522
H7 1.694 1.238 1.378
H8 -1.468 -0.337 0.314
H9 -0.687 -0.991 -1.012
H10 -1.395 0.469 -1.090
H11 -3.272 -0.768 1.725
H12 -2.351 -0.120 2.794
O2 -2.461 -0.262 1.855

Output
2S+1 = 1
net charge = +1
E = -326.500275 hartree
energy above the lowest of the compared OMol25 structures with the same formula, charge and spin = 33.7 kJ/mol
Kohn-Sham gap = 11.99 eV
max |F| = 1.09 eV/Å

=====

Record 3
DFT (ωB97M-V/def2-TZVPD) results for the ion C8H10IN2S with charge +1 at a distorted geometry.

Atoms and positions in Å:
C1 0.797 3.025 -1.216
C2 -1.464 2.118 -1.250
C3 0.798 1.642 -0.919
C4 -0.582 1.138 -0.882
C5 -0.618 -1.043 0.379
C6 1.925 0.866 -0.850
C7 -1.689 -2.045 0.707
C8 1.126 -1.854 1.821
N1 0.560 -1.007 0.830
N2 -1.033 -0.118 -0.576
S1 -0.718 3.637 -1.548
I1 3.862 1.551 -0.984
H1 1.675 3.641 -1.263
H2 -2.529 2.019 -1.341
H3 1.826 -0.196 -0.662
H4 -1.557 -2.431 1.714
H5 -1.620 -2.883 0.014
H6 -2.683 -1.611 0.632
H7 1.785 -2.571 1.327
H8 1.744 -1.233 2.472
H9 0.399 -2.397 2.429
H10 -2.005 -0.247 -0.835

Output
2S+1 = 1
net charge = +1
E = -1115.933440 hartree
energy above the lowest of the compared OMol25 structures with the same formula, charge and spin = 4.0 kJ/mol
Kohn-Sham gap (alpha / beta) = 6.46 / 6.46 eV
max |F| = 1.43 eV/Å

=====

Record 4
DFT (ωB97M-V/def2-TZVPD) results for a cluster of 2 separate species, C5H16N2O in total at a distorted geometry.

Atoms and positions in Å:
N1 -0.825 1.959 0.295
C1 0.415 1.166 0.067
C2 1.660 1.439 0.920
C3 0.189 -0.311 0.180
N2 -0.158 -0.921 -1.116
C4 -1.249 -2.017 -0.828
C5 0.979 -1.481 -1.757
H1 -0.633 2.871 0.000
H2 -1.686 1.670 -0.147
H3 0.729 1.408 -1.040
H4 2.640 1.008 0.662
H5 1.722 2.557 0.775
H6 1.403 1.483 1.939
H7 1.124 -0.904 0.656
H8 -0.581 -0.481 0.903
H9 -1.999 -1.393 -0.359
H10 -0.807 -2.931 -0.239
H11 -1.580 -2.330 -1.798
H12 1.205 -2.635 -2.027
H13 0.960 -1.208 -2.881
H14 1.923 -1.136 -1.225
H15 -2.422 0.235 2.479
H16 -1.407 1.332 1.979
O1 -1.601 0.620 2.562

Output
SMILES = C[C@H](N)CN(C)C.O
2S+1 = 1
E = -384.749573 hartree
energy above the lowest of the compared OMol25 structures with the same formula, charge and spin = 284.9 kJ/mol
Kohn-Sham gap = 9.52 eV
max |F| = 4.53 eV/Å